Entry from the OMol25 dataset: 13 unconnected molecules or ions with the total composition C4H32NO12 in a non-equilibrium geometry (ωB97M-V/def2-TZVPD).

HOMO-LUMO gap (alpha / beta) (eV): 4.90 / 8.11
<S²>: 0.759
Strongest force on any atom (eV/A): 2.5
LUMO energy (alpha / beta) (eV): 0.21 / 0.20
Relative energy (zero: lowest compared OMol25 entry of this formula, charge and spin) (kJ/mol): 0.0
Spin multiplicity: 2

Element x y z (Å)
H  -1.80  -0.62  0.61
H  -1.21  -0.54  -3.91
H  -1.86  -1.52  2.03
H  -1.06  2.82  -1.41
O  -0.13  2.67  -1.60
H  -2.28  -1.16  -2.94
O  2.84  -0.82  -2.38
N  -1.08  1.69  2.36
H  3.19  -1.93  -0.99
H  2.42  2.76  1.69
H  -0.50  1.29  0.48
H  1.58  1.98  -0.90
H  3.49  -3.16  -0.19
O  0.72  -1.32  -3.80
H  2.78  0.00  -1.84
O  2.35  1.80  -1.49
H  4.04  -0.48  2.02
H  -1.95  0.11  4.59
H  -1.18  2.22  3.22
H  1.50  -1.84  -4.00
C  -1.00  -0.07  4.04
O  -2.87  1.95  -0.01
H  0.13  2.50  -2.51
H  3.66  -0.66  0.65
H  -1.86  -2.93  -0.18
O  -3.95  0.19  -1.78
H  3.05  1.97  -0.84
H  -3.67  0.51  -2.65
H  -0.44  -2.46  2.66
O  3.73  0.08  1.30
H  2.22  1.22  1.35
C  -1.63  -0.52  1.67
H  0.62  -3.47  2.61
O  -1.92  -0.34  -3.29
H  -3.23  1.46  -0.80
H  -3.28  2.81  -0.18
C  -1.25  0.34  2.63
O  3.27  -2.23  -0.06
H  3.02  -0.58  -3.29
H  -0.87  -1.10  4.39
O  1.95  2.13  1.15
H  -1.77  -3.29  -1.62
O  -0.34  -3.41  2.46
O  -1.86  -2.52  -1.06
H  1.10  -0.70  -3.15
C  -0.68  2.11  1.14
H  -0.22  0.50  4.55
H  -3.37  -0.55  -1.57
H  -0.41  3.10  0.83

Results of the Löwdin charge analysis, in e, for atoms 1 through 8: atom 1 (H): 0.04, atom 2 (H): 0.02, atom 3 (H): 0.04, atom 4 (H): 0.03, atom 5 (O): -0.06, atom 6 (H): 0.01, atom 7 (O): -0.08, atom 8 (N): -0.02

***

Entry from the OMol25 dataset: 11 unconnected molecules or ions with the total composition C4H33N2O11 in a non-equilibrium geometry (ωB97M-V/def2-TZVPD).

HOMO-LUMO gap (eV): 10.34
Charge: +1
Strongest force on any atom (eV/A): 1.2
LUMO energy (eV): -2.22
Relative energy (zero: lowest compared OMol25 entry of this formula, charge and spin) (kJ/mol): 17.9
Spin multiplicity: 1

Element x y z (Å)
H  0.92  2.77  1.20
O  -0.64  0.73  -3.11
O  0.77  -4.42  1.39
C  1.73  -1.40  1.73
H  1.95  -0.25  -2.00
H  -1.52  2.60  -0.51
H  -1.45  0.41  2.54
H  -1.10  0.44  4.07
H  0.87  -1.97  2.07
H  0.22  -0.35  -0.20
H  -0.71  -2.54  0.34
H  2.60  -1.77  2.30
H  1.39  -1.72  -2.54
H  0.18  3.65  -1.79
O  1.58  2.29  0.64
C  1.98  -1.53  0.23
O  -0.79  0.73  3.20
H  -1.69  -3.06  -1.95
H  -0.45  1.52  -2.56
H  0.75  0.14  2.56
H  -1.86  -1.50  -1.54
H  0.34  -0.39  -2.51
O  2.86  1.33  -1.54
O  -2.36  2.40  -0.05
H  2.35  -2.53  0.03
H  2.81  -0.85  -0.01
O  1.58  -0.01  2.06
H  -0.64  2.39  2.60
O  -0.09  2.81  -1.41
H  -3.19  1.18  -1.48
H  3.77  1.56  -1.43
N  1.14  -0.90  -1.99
H  0.55  2.56  -0.70
C  -0.22  -2.42  -0.62
H  -1.57  0.54  -2.86
H  -2.53  0.87  0.81
H  0.32  -3.33  -0.86
H  1.54  -5.00  1.38
H  2.39  1.75  -0.80
H  -2.38  -0.61  0.49
O  -0.50  3.23  2.09
C  0.74  -1.22  -0.60
H  1.71  1.41  1.08
H  -0.32  3.91  2.75
H  0.11  -4.89  1.91
H  -2.42  3.05  0.65
O  -2.52  -0.02  1.24
O  -3.12  0.35  -2.00
H  -3.90  0.26  -2.57
N  -1.17  -2.22  -1.73

Results of the Löwdin charge analysis, in e, for atoms 1 through 8: atom 1 (H): 0.03, atom 2 (O): -0.06, atom 3 (O): -0.04, atom 4 (C): -0.21, atom 5 (H): 0.11, atom 6 (H): 0.02, atom 7 (H): 0.04, atom 8 (H): 0.09

***

Entry from the OMol25 dataset: 11 unconnected molecules or ions with the total composition C4H33N3O10 in a non-equilibrium geometry (ωB97M-V/def2-TZVPD).

HOMO-LUMO gap (eV): 8.68
Strongest force on any atom (eV/A): 2.0
LUMO energy (eV): 0.11
Relative energy (zero: lowest compared OMol25 entry of this formula, charge and spin) (kJ/mol): 167.4
Spin multiplicity: 1

Element x y z (Å)
O  -1.50  -2.48  -0.25
H  0.38  0.25  1.81
H  -0.50  -0.37  -3.01
H  1.26  0.13  -1.44
O  0.02  0.29  -3.52
H  1.33  -0.20  0.12
O  -1.98  2.14  -3.30
C  3.48  -1.47  0.29
H  -1.90  -1.45  -1.55
O  1.11  2.47  0.60
N  2.55  -2.21  1.17
H  -3.44  -0.63  2.27
H  -2.72  1.80  -3.84
H  -2.00  -3.16  0.21
H  -0.32  2.78  -2.20
H  -1.45  2.20  -0.17
H  -0.80  -0.83  2.10
C  0.91  -1.41  2.91
C  2.39  -1.68  2.54
O  -0.18  3.54  -1.62
N  0.18  -0.78  1.80
H  -0.61  1.02  -3.67
H  -3.16  0.84  -0.46
H  -0.91  4.15  -1.59
O  -1.65  1.42  0.36
H  1.67  -2.32  0.68
H  3.97  -0.64  0.85
H  1.60  1.87  -0.01
H  -0.92  0.80  0.30
O  0.34  1.84  2.99
H  -2.98  -0.54  0.86
H  -3.09  0.08  -1.72
N  1.90  0.16  -0.65
O  -3.72  0.67  -1.25
H  -2.33  1.71  -2.49
H  2.68  -2.43  3.28
H  0.91  -0.83  3.84
H  2.53  -1.66  -1.63
H  -0.37  2.39  3.32
C  2.93  -0.86  -1.00
H  4.25  -2.18  -0.06
O  -2.02  -1.07  -2.46
H  2.90  -0.74  2.69
H  3.72  -0.36  -1.58
O  -3.03  -1.18  1.59
H  0.83  2.32  2.27
H  0.48  2.88  -0.03
H  0.33  -2.29  3.22
H  -2.18  -1.84  -3.01
H  -0.90  -2.14  0.45

Results of the Löwdin charge analysis, in e, for atoms 1 through 8: atom 1 (O): -0.06, atom 2 (H): 0.05, atom 3 (H): -0.01, atom 4 (H): 0.05, atom 5 (O): -0.10, atom 6 (H): 0.02, atom 7 (O): -0.07, atom 8 (C): -0.23

***

Entry from the OMol25 dataset: 13 unconnected molecules or ions with the total composition C4H33NO13 in a non-equilibrium geometry (ωB97M-V/def2-TZVPD).

HOMO-LUMO gap (eV): 8.88
Strongest force on any atom (eV/A): 7.9
LUMO energy (eV): -0.02
Relative energy (zero: lowest compared OMol25 entry of this formula, charge and spin) (kJ/mol): 390.1
Spin multiplicity: 1

Element x y z (Å)
H  3.66  -0.52  -1.39
H  -0.40  -0.62  0.82
H  -0.36  2.94  0.20
H  -2.27  2.42  -0.33
C  -1.04  -1.21  3.00
H  -0.66  0.58  -4.30
C  -1.88  -3.24  1.92
O  2.86  2.24  -0.20
O  -2.37  -3.51  0.87
H  1.88  0.13  -3.74
C  -2.33  -1.92  2.50
N  -1.52  0.20  3.34
O  4.14  0.63  -2.43
H  3.50  1.09  -2.98
H  2.24  -3.04  0.29
H  0.36  -2.10  1.55
H  0.58  -3.31  -3.24
O  -2.92  0.49  -2.60
O  -1.92  2.72  -1.14
H  0.57  -2.41  -1.87
H  4.29  -1.12  -0.32
H  0.86  -0.37  2.13
H  -1.78  1.87  -1.67
O  0.31  3.53  0.56
H  -2.86  1.11  2.18
H  -2.94  -1.46  1.80
H  1.32  1.90  3.32
C  -0.04  -1.03  1.88
H  -3.12  -1.92  3.32
O  -0.51  0.90  -3.43
H  -1.07  -3.79  2.31
H  -2.94  -0.45  -2.10
H  2.97  3.10  0.16
H  -3.70  2.26  1.82
H  -1.72  0.33  4.27
H  4.04  1.20  -1.63
O  0.35  2.11  3.10
H  1.29  1.52  -3.71
O  2.21  -3.38  1.20
H  -3.58  1.00  -2.17
H  -0.39  4.25  0.79
O  -3.01  1.68  1.40
H  1.87  2.31  -0.53
H  -1.48  0.77  -3.24
O  2.06  1.01  -3.96
O  3.53  -1.32  -0.79
H  -0.55  -1.57  4.07
H  2.93  -2.85  1.63
H  0.36  2.50  2.24
O  0.33  -2.60  -2.80
H  -1.05  0.94  2.83

Results of the Löwdin charge analysis, in e, for atoms 1 through 8: atom 1 (H): -0.01, atom 2 (H): 0.12, atom 3 (H): 0.00, atom 4 (H): -0.04, atom 5 (C): -0.39, atom 6 (H): 0.05, atom 7 (C): -0.28, atom 8 (O): -0.08

***

Entry from the OMol25 dataset: 18 unconnected molecules or ions with the total composition C4H34BO25 in a non-equilibrium geometry (ωB97M-V/def2-TZVPD).

HOMO-LUMO gap (eV): 8.51
Charge: -1
Strongest force on any atom (eV/A): 11.2
LUMO energy (eV): 0.90
Relative energy (zero: lowest compared OMol25 entry of this formula, charge and spin) (kJ/mol): 384.8
Spin multiplicity: 1

Element x y z (Å)
O  23.13  -20.04  -2.16
H  23.32  -18.51  1.33
O  20.57  -21.31  -4.93
H  23.84  -17.51  -4.48
O  25.84  -17.50  -7.40
H  22.98  -22.31  -7.75
H  21.68  -21.68  -7.95
H  21.00  -23.43  -3.61
O  22.61  -18.02  1.06
O  24.44  -16.80  -4.61
O  20.25  -20.76  -2.23
O  20.90  -17.84  -1.43
H  19.83  -19.14  -0.15
C  24.17  -21.46  -0.82
H  19.68  -21.49  -2.01
H  19.62  -21.20  -5.00
O  25.06  -19.91  -3.71
O  24.28  -20.19  -8.41
H  18.84  -19.34  0.93
H  26.14  -20.54  0.04
O  23.51  -21.56  -4.02
H  24.73  -16.87  -5.52
O  25.82  -19.66  -5.79
O  21.51  -20.09  2.50
O  23.07  -22.23  2.37
H  26.59  -18.57  -4.14
O  25.01  -18.85  1.94
H  27.54  -18.18  -3.07
O  22.16  -18.50  -4.32
H  23.81  -22.21  1.76
O  19.52  -19.80  0.43
O  19.79  -22.59  0.41
O  22.19  -20.38  -0.23
O  21.72  -23.24  -3.05
O  22.42  -22.02  -8.44
H  20.28  -17.62  -2.07
H  23.57  -20.78  -8.43
C  23.12  -20.55  -1.00
H  26.17  -18.25  -6.91
H  25.70  -19.33  1.45
H  21.10  -19.98  1.65
C  24.15  -21.21  -5.09
B  24.12  -20.78  -2.95
C  25.12  -20.27  -4.92
H  21.99  -19.27  2.62
H  22.14  -18.49  0.42
H  22.36  -18.92  -3.49
H  20.64  -22.79  0.06
H  22.64  -21.35  2.42
O  27.32  -18.00  -3.98
O  23.93  -21.82  -6.17
H  20.75  -20.91  -4.06
H  21.84  -17.58  -1.68
H  25.39  -17.92  -8.18
H  20.65  -20.50  -1.36
H  21.20  -18.31  -4.36
O  24.71  -21.65  -1.96
H  19.57  -21.66  0.33
H  26.48  -19.30  -0.66
O  26.78  -19.84  0.06
H  25.20  -17.94  1.84
O  24.79  -21.60  0.22
H  24.66  -20.56  -7.64
H  22.11  -22.47  -3.42

Results of the Löwdin charge analysis, in e, for atoms 1 through 8: atom 1 (O): 0.27, atom 2 (H): -0.06, atom 3 (O): -0.05, atom 4 (H): -0.04, atom 5 (O): -0.08, atom 6 (H): -0.01, atom 7 (H): 0.05, atom 8 (H): 0.01

***

Entry from the OMol25 dataset: 12 unconnected molecules or ions with the total composition C4H34N2O11 in a non-equilibrium geometry (ωB97M-V/def2-TZVPD).

HOMO-LUMO gap (eV): 9.04
Strongest force on any atom (eV/A): 5.5
LUMO energy (eV): -0.03
Relative energy (zero: lowest compared OMol25 entry of this formula, charge and spin) (kJ/mol): 0.0
Spin multiplicity: 1

Element x y z (Å)
H  0.89  -1.30  -2.82
C  -0.01  -0.50  0.70
H  -2.33  0.05  -2.72
H  -1.22  -2.93  -0.31
O  2.92  1.10  -1.54
H  0.21  0.50  -2.64
O  -1.43  2.27  -0.92
H  0.11  3.03  2.92
N  0.67  2.26  3.17
O  2.94  2.11  0.94
H  3.51  1.64  -2.08
H  1.89  -1.36  2.66
H  1.25  -1.90  -0.30
H  1.53  2.45  2.79
H  -0.69  -1.07  1.35
H  -0.52  -1.54  -2.23
O  -2.96  1.40  1.22
H  2.60  -2.57  1.68
H  2.95  1.76  0.09
C  1.69  -2.04  1.80
N  0.15  0.89  1.21
H  1.02  1.39  0.81
H  3.06  -2.04  -2.09
H  0.90  -2.73  2.06
O  -2.35  -2.80  1.53
H  -2.25  -1.83  -0.80
H  -2.66  -2.75  2.40
H  2.86  -0.50  -2.11
H  2.12  -0.56  0.29
O  -1.49  -2.38  -1.06
H  -3.58  -0.51  -0.95
H  3.67  1.75  1.41
C  1.32  -1.26  0.54
H  0.49  1.85  -3.52
H  2.05  1.33  -1.86
H  -2.86  -2.18  1.03
H  -1.97  1.39  1.33
O  0.51  1.50  -2.60
C  0.14  0.97  2.72
H  -3.35  -0.16  0.46
O  -2.99  0.52  -2.23
H  0.75  0.14  3.14
H  -0.75  2.16  -1.58
H  -0.48  -0.35  -0.29
H  -0.97  2.03  -0.07
O  2.63  -1.37  -2.56
O  -0.02  -1.03  -2.84
O  -3.49  -0.91  -0.01
H  -2.48  1.16  -1.73
H  -3.08  2.04  0.51
H  -0.89  0.90  3.12

Results of the Löwdin charge analysis, in e, for atoms 1 through 8: atom 1 (H): 0.00, atom 2 (C): -0.22, atom 3 (H): 0.03, atom 4 (H): 0.05, atom 5 (O): -0.05, atom 6 (H): 0.04, atom 7 (O): -0.08, atom 8 (H): 0.05

***

Entry from the OMol25 dataset: 13 unconnected molecules or ions with the total composition C4H34NO12 in a non-equilibrium geometry (ωB97M-V/def2-TZVPD).

HOMO-LUMO gap (alpha / beta) (eV): 3.15 / 7.98
<S²>: 0.754
Strongest force on any atom (eV/A): 8.8
LUMO energy (alpha / beta) (eV): -0.47 / -0.52
Relative energy (zero: lowest compared OMol25 entry of this formula, charge and spin) (kJ/mol): 342.2
Spin multiplicity: 2

Element x y z (Å)
H  -1.42  3.04  -3.13
O  -1.80  3.41  0.83
H  2.93  0.90  1.74
H  -3.85  -0.03  1.02
H  2.02  -3.04  -0.46
H  -0.22  3.19  3.02
H  -0.10  -3.15  1.19
O  -3.88  -0.85  1.52
H  -2.39  1.16  -0.49
H  -0.03  -1.10  0.44
H  -0.34  2.77  -1.97
H  -2.21  -0.64  -3.38
H  0.67  0.40  -3.39
H  0.42  -3.43  2.60
O  3.81  -1.48  -1.94
H  1.45  1.66  -3.05
H  2.36  0.50  0.23
H  2.39  -1.51  -2.96
O  0.57  1.24  -3.25
H  -2.20  0.32  -2.42
H  2.21  1.29  -1.24
H  -2.10  -0.92  3.95
O  1.55  -2.07  -3.01
H  3.57  -0.63  1.04
C  2.61  0.11  1.13
H  4.39  -0.79  -2.11
H  1.87  -2.97  -3.13
H  -1.24  4.16  0.74
H  0.83  -2.45  -1.20
C  1.51  -0.66  1.97
H  -1.54  3.49  2.49
H  4.11  -1.62  -0.96
O  -1.87  -0.58  -2.49
O  1.06  -2.83  -0.30
O  2.89  0.82  -1.94
C  0.14  -0.21  1.28
C  -1.03  -0.64  3.52
N  -0.98  -0.37  2.24
O  -2.36  0.22  -0.21
H  -1.77  -0.41  1.67
H  -2.02  -0.33  -0.86
H  0.05  -0.64  4.07
H  3.58  1.33  -1.85
H  -2.10  3.57  -0.04
H  1.55  -0.41  3.09
O  -1.06  3.34  3.30
H  1.60  -1.67  1.80
O  -0.24  -2.84  2.04
H  0.12  0.81  0.80
H  -4.11  -1.46  0.88
O  -1.27  2.83  -2.22

Results of the Löwdin charge analysis, in e, for atoms 1 through 8: atom 1 (H): 0.04, atom 2 (O): -0.02, atom 3 (H): 0.04, atom 4 (H): 0.01, atom 5 (H): 0.07, atom 6 (H): -0.04, atom 7 (H): -0.04, atom 8 (O): -0.03

***

Entry from the OMol25 dataset: 14 unconnected molecules or ions with the total composition C4H35NO14S in a non-equilibrium geometry (ωB97M-V/def2-TZVPD).

HOMO-LUMO gap (eV): 8.91
Strongest force on any atom (eV/A): 1.7
LUMO energy (eV): -0.05
Relative energy (zero: lowest compared OMol25 entry of this formula, charge and spin) (kJ/mol): 0.0
Spin multiplicity: 1

Element x y z (Å)
H  0.26  4.31  -1.09
O  3.78  0.59  0.78
H  2.44  2.58  -0.54
H  2.39  -2.21  0.49
H  4.03  -1.70  2.23
S  0.15  -1.91  -3.61
H  0.90  1.46  -2.42
H  0.99  -1.65  -2.61
H  0.04  -2.98  0.13
O  -0.27  4.67  -0.37
C  -1.37  -1.94  -2.65
O  -4.02  0.96  -1.74
O  0.15  -0.86  2.98
O  1.67  1.33  -1.82
H  2.12  2.10  0.74
H  -1.05  -0.36  -0.62
H  1.37  0.85  -1.04
H  -1.30  3.35  -0.39
H  -0.17  -0.64  0.80
H  1.44  -1.90  1.59
N  -0.45  -0.99  -0.11
O  2.29  -2.34  1.45
H  3.95  0.05  1.59
H  -0.52  -0.73  3.66
H  -0.57  2.40  3.62
O  4.01  -1.05  2.95
H  4.11  1.46  1.03
H  -3.33  1.17  2.09
H  -2.06  -3.78  1.13
O  -1.97  2.68  -0.69
H  -3.83  1.51  -0.97
H  2.32  -0.99  -1.53
H  -1.13  1.65  2.31
H  -2.42  -3.34  -1.47
H  -1.28  1.30  -3.53
H  -4.73  0.36  -1.49
C  -0.83  -2.37  -0.13
H  -2.20  -2.30  -3.26
O  -0.82  1.44  -2.69
H  -2.58  0.00  1.49
O  -2.66  0.98  1.42
H  -1.57  -0.95  -2.27
H  3.08  -0.79  2.95
C  -1.88  -2.71  0.90
C  -1.39  -2.98  -1.50
O  3.03  -1.64  -1.46
H  0.35  4.64  0.37
O  2.12  2.97  0.31
O  -0.58  1.60  3.10
H  0.91  -0.37  3.31
H  -0.74  -3.84  -1.68
H  -2.00  2.01  0.00
H  3.81  -1.14  -1.19
O  -2.50  -1.92  1.58
H  -1.46  1.97  -2.17

Results of the Löwdin charge analysis, in e, for atoms 1 through 8: atom 1 (H): 0.06, atom 2 (O): -0.07, atom 3 (H): 0.02, atom 4 (H): 0.02, atom 5 (H): 0.04, atom 6 (S): 0.76, atom 7 (H): 0.02, atom 8 (H): -0.18

***

> Among the records above, which one has the highest relative energy (zero: lowest compared OMol25 entry of this formula, charge and spin)?

C4H33NO13

***

> relative energy (zero: lowest compared OMol25 entry of this formula, charge and spin) of number 8 (C4H35NO14S)?

0.0 kJ/mol

***

> Which of these has the highest relative energy (zero: lowest compared OMol25 entry of this formula, charge and spin)?

C4H33NO13

***

> relative energy (zero: lowest compared OMol25 entry of this formula, charge and spin) of number 6 (C4H34N2O11)?

0.0 kJ/mol